Record 1
Below is the molecule C4H6O2P2S in a non-equilibrium geometry, with properties calculated with ωB97M-V/def2-TZVPD.

ORCA input file:
```
! wB97M-V def2-TZVPD RIJCOSX def2/J DEFGRID3
* xyz 0 1
S -0.791 0.181 -2.167
P 1.763 0.989 1.460
P -0.078 -1.143 2.143
O 1.476 2.432 1.365
O -0.011 -2.570 1.867
C -1.399 -0.937 -0.789
C -0.582 -0.202 0.695
C 0.467 0.982 -1.119
C 0.731 0.149 0.064
H -1.039 0.854 0.901
H -1.169 -1.984 -0.918
H 0.300 2.017 -0.811
H 1.331 0.840 -1.748
H 1.410 -0.682 -0.240
H -2.410 -0.926 -0.704
*
```

The relative energy (zero: lowest compared OMol25 entry of this formula, charge and spin) is 0.489 eV. Its structure (SMILES) is O=P[C@@H]1CSC[C@H]1P=O. As for the LUMO energy: -1.742 eV. For the HOMO-LUMO gap, the calculation gives 7.18 eV. The value obtained for the total energy is -1387.3154 hartree.

***

Record 2
Below is a structure of composition C28H24ClN6O4STi in a non-equilibrium geometry, with properties calculated with ωB97M-V/def2-TZVPD.

ORCA input file:
```
! wB97M-V def2-TZVPD RIJCOSX def2/J DEFGRID3
* xyz 1 3
Ti 0.743 -0.392 -0.183
Cl 0.405 2.253 0.985
S 0.678 0.399 -2.626
O 0.348 2.681 2.363
O 0.352 3.389 0.147
O -0.627 1.180 0.592
O 1.618 1.378 0.664
N 2.847 -0.621 -0.694
N 0.463 3.044 -2.914
N 0.674 -1.155 1.611
N -1.596 2.080 -2.527
N -1.428 -1.150 -0.571
N 0.901 -2.371 -0.797
C -2.121 3.322 -2.483
C 5.126 0.099 -0.982
C -0.008 4.325 -2.974
C 4.467 -2.202 -1.444
C 1.228 -5.163 -0.757
C 2.145 -2.930 -0.931
C -3.482 3.415 -1.970
C 0.266 -0.935 2.685
C -3.812 -2.574 -0.056
C -2.154 -1.595 5.352
C -0.093 0.284 4.767
C 5.466 -1.206 -1.366
C -0.176 -3.178 -0.649
C -1.416 -2.506 -0.451
C -1.281 -1.841 4.327
C -2.614 -3.238 -0.266
C -0.282 1.948 -2.656
C -3.822 -1.197 -0.188
C 3.801 0.347 -0.664
C -0.340 -0.823 3.941
C -2.623 -0.550 -0.466
C 3.169 -1.929 -1.059
C -0.947 0.480 5.837
C 2.311 -4.308 -0.995
C -1.984 -0.428 6.110
C -0.019 -4.616 -0.593
C 0.974 5.367 -3.386
C -1.355 4.473 -2.706
H 1.558 4.924 -4.207
H -0.904 -5.214 -0.348
H 4.631 -3.190 -1.900
H 3.299 -4.720 -1.063
H -3.030 -2.211 5.525
H -2.580 0.560 -0.573
H 0.533 6.312 -3.783
H -1.324 -2.780 3.787
H -2.590 -0.300 7.003
H 0.752 0.966 4.541
H -3.535 3.457 -0.860
H -4.003 4.320 -2.325
H 1.343 -6.253 -0.699
H 1.642 5.641 -2.574
H -4.725 -3.139 0.165
H 3.399 1.337 -0.393
H -1.786 5.450 -2.797
H -4.127 2.584 -2.333
H -4.687 -0.527 -0.004
H 1.481 2.857 -2.999
H -2.564 -4.341 -0.254
H 6.490 -1.518 -1.476
H 5.790 0.927 -0.925
H -0.865 1.304 6.461
*
```

The relative energy (zero: lowest compared OMol25 entry of this formula, charge and spin) is 0.000 eV. As for the expectation value of S²: 2.027. As for the LUMO energy (spin up / spin down): -2.804 / -2.854 eV. For the HOMO-LUMO gap (spin up / spin down), the calculation gives 5.28 / 7.87 eV. The value obtained for the total energy is -3418.3786 hartree.

***

Record 3
Below is a structure of composition C36H57BF4N4O8P3S2Tl, with properties calculated with ωB97M-V/def2-TZVPD.

ORCA input file:
```
! wB97M-V def2-TZVPD RIJCOSX def2/J DEFGRID3
* xyz 0 1
Tl 1.722 -0.164 0.064
S 0.258 2.662 -0.973
S -2.430 1.871 0.122
P -1.657 3.107 -1.156
P -1.353 -2.703 -0.073
P 0.090 -2.799 2.628
F 1.210 3.431 3.143
F 2.478 1.711 4.004
F 3.494 3.405 2.804
F 2.151 1.874 1.737
O 1.249 -2.117 2.037
O 0.591 -3.902 3.648
O -0.156 -2.123 -0.687
O -2.432 -1.631 0.310
O -0.914 -1.853 3.391
O -2.190 -3.713 -0.961
O -1.942 4.646 -0.963
O -2.262 2.833 -2.590
N 4.913 1.528 0.053
N 2.548 0.211 -2.721
N 3.963 1.214 -0.678
N 4.268 -0.403 1.342
C 0.052 -1.624 -5.547
C -0.125 -4.915 4.400
C 2.714 2.281 -4.008
C 2.266 -1.063 -4.776
C 5.648 0.629 3.524
C -0.409 -0.578 3.960
C -0.991 -3.632 1.442
C -3.799 -1.932 0.705
C -1.437 -4.423 4.980
C 4.167 3.352 -1.856
C -0.304 -4.677 -2.255
C -4.704 -1.444 -0.404
C 1.716 -0.360 -3.707
C -1.064 -0.409 5.309
C -0.286 -6.172 3.564
C 4.293 -1.049 2.504
C -4.048 -1.254 2.035
C 4.970 -0.571 3.619
C 1.432 -1.690 -5.691
C 3.857 4.128 -2.960
C -0.743 0.536 3.000
C 5.645 1.303 2.314
C 3.140 3.579 -4.039
C -1.346 4.916 1.453
C -1.450 5.557 0.086
C 0.333 -0.294 -3.555
C -0.490 -0.923 -4.478
C -1.679 -4.889 -1.650
C -2.092 3.609 -3.810
C 4.932 0.746 1.270
C 2.993 1.448 -2.875
C 3.778 2.026 -1.817
C -3.103 4.737 -3.852
C -0.153 6.183 -0.382
C -0.662 4.068 -4.009
C -2.721 -5.223 -2.695
B 2.341 2.625 2.947
H 2.149 1.856 -4.827
H 0.463 -4.493 -1.505
H -0.256 6.581 -1.392
H -1.291 -3.553 5.616
H -1.104 5.699 2.174
H 0.637 -6.395 3.029
H -3.092 5.196 -4.842
H -2.867 5.498 -3.109
H -3.336 -1.593 2.787
H 6.159 1.048 4.381
H -0.519 -7.016 4.214
H 3.725 -1.970 2.547
H -2.336 2.881 -4.585
H -4.531 -0.379 -0.574
H -0.358 0.328 2.003
H -0.819 -1.229 5.984
H -0.492 -4.557 1.140
H -4.106 4.359 -3.656
H -3.705 -5.330 -2.241
H -2.153 -4.155 4.202
H -2.763 -4.429 -3.442
H 4.941 -1.127 4.546
H -0.594 -2.116 -6.263
H 4.689 3.757 -0.999
H -2.287 4.454 1.748
H -5.062 -1.473 2.376
H 0.031 3.229 -3.944
H -0.309 -3.825 -2.937
H -0.289 1.470 3.334
H 0.660 5.457 -0.363
H 0.559 -5.128 5.221
H -4.501 -1.983 -1.329
H -3.942 -0.173 1.927
H -0.553 4.170 1.511
H 2.915 4.201 -4.897
H -0.570 4.520 -4.998
H 1.867 -2.235 -6.520
H -1.874 -5.223 5.579
H 0.673 -0.667 4.071
H 0.109 7.004 0.287
H -0.376 4.815 -3.265
H -2.149 -0.353 5.201
H 4.162 5.166 -2.994
H -5.750 -1.594 -0.131
H -1.641 -5.691 -0.906
H -1.826 0.664 2.932
H -1.099 -6.074 2.842
H 3.343 -1.119 -4.876
H -0.088 0.240 -2.712
H -3.897 -3.017 0.808
H 6.127 2.260 2.180
H -1.937 -3.882 1.929
H -2.463 -6.158 -3.195
H -2.232 6.316 0.105
H -0.035 -5.577 -2.812
H -1.564 -0.868 -4.348
H -0.713 0.521 5.758
*
```

The relative energy (zero: lowest compared OMol25 entry of this formula, charge and spin) is 0.271 eV. As for the LUMO energy (spin up / spin down): -1.712 / -2.166 eV. For the HOMO-LUMO gap (spin up / spin down), the calculation gives 6.41 / 5.70 eV. The value obtained for the total energy is -4644.6592 hartree.

***

Record 4
Below is a structure of composition C29H66Cr2F9N4O19S3 in a non-equilibrium geometry, with properties calculated with ωB97M-V/def2-TZVPD.

ORCA input file:
```
! wB97M-V def2-TZVPD RIJCOSX def2/J DEFGRID3
* xyz 2 10
Cr 3.982 1.466 0.754
Cr 2.966 -0.935 -3.803
S 4.601 2.092 -2.565
S 1.253 0.592 -1.273
S 4.097 -1.859 -0.650
F 7.219 2.833 -2.717
F 5.851 -3.791 -1.327
F -0.918 -0.977 -1.286
F 0.324 -1.388 0.387
F 6.518 1.751 -4.473
F 6.889 0.665 -2.613
F 5.776 -3.339 0.827
F 6.710 -1.924 -0.557
F -0.877 0.541 0.363
O -4.958 2.000 -0.647
O 4.197 3.433 -3.080
O 4.194 -0.704 0.244
O 0.794 -0.416 -4.708
O 2.242 0.856 -0.186
O 3.067 -2.839 -0.327
O -1.505 0.385 5.125
O 0.875 -3.612 -1.426
O -8.236 6.056 0.905
O 2.240 -1.013 4.181
O 0.771 1.765 -1.969
O 4.636 2.013 -1.121
O -0.173 -6.616 -1.614
O 2.471 3.170 1.144
O 4.050 -1.444 -2.070
O 4.604 -2.197 -4.448
O -3.853 -1.760 0.910
O 3.845 1.024 -3.256
O 1.741 -0.386 -2.213
N 3.271 0.967 2.720
N 1.995 -2.867 -3.721
N -5.965 4.267 1.254
N -3.151 -1.715 3.945
C -0.849 -5.324 -1.483
C -4.468 -1.633 3.334
C -4.635 -2.364 1.947
C -4.522 2.444 0.641
C -3.796 1.667 -1.461
C -3.836 -2.412 -0.277
C 3.471 -0.534 4.725
C -6.652 4.902 2.331
C -2.204 -0.835 3.166
C -0.084 0.671 -5.098
C 4.158 -3.424 -4.960
C -7.186 6.314 1.911
C 5.752 -2.821 -0.408
C -0.555 0.828 6.015
C 1.906 2.897 2.418
C -0.133 -4.217 -0.695
C 2.829 2.188 3.386
C 2.318 -2.278 3.571
C 6.401 1.808 -3.112
C 4.210 0.284 3.640
C 0.101 -1.645 -4.784
C 1.134 -2.803 -4.868
C -5.705 2.899 1.527
C 3.027 -3.867 -3.979
C 1.776 4.162 0.314
C -8.639 7.297 0.326
C -1.021 -0.478 4.024
C -0.163 -0.393 -0.377
C 5.866 -1.788 -5.029
H 6.653 -2.457 -4.681
H -0.719 -7.209 -2.135
H -6.620 4.350 0.489
H -6.584 2.280 1.345
H -0.675 -1.755 -5.541
H -4.839 -2.332 -0.696
H 2.321 1.861 4.293
H -8.959 8.120 0.965
H 2.559 0.286 2.940
H -3.602 -3.476 -0.308
H -0.285 0.133 3.502
H 2.584 -4.772 -4.395
H -3.761 3.223 0.645
H 3.878 -3.366 -6.012
H 6.143 -0.796 -4.672
H -0.874 -3.469 -0.414
H -3.075 1.035 -0.943
H -0.919 0.724 -4.399
H -4.027 1.599 1.119
H -9.509 7.095 -0.299
H 2.104 3.983 -0.710
H -0.582 -1.372 4.467
H 0.442 1.626 -5.115
H -4.138 1.159 -2.363
H -0.428 0.514 -6.120
H 2.851 -2.344 2.622
H -2.728 0.040 2.782
H -7.642 6.901 2.707
H -1.195 -5.046 -2.478
H 5.748 -1.804 -6.112
H -5.089 -2.204 4.023
H 5.036 0.873 4.038
H 3.404 -4.208 -3.015
H 1.457 -3.341 -3.009
H 4.686 -0.480 3.026
H -0.371 -1.635 -3.801
H 1.551 3.789 2.934
H -7.496 4.294 2.657
H 4.987 -4.129 -4.901
H 4.078 -1.351 5.115
H 0.305 0.164 6.102
H -1.808 -5.499 -0.996
H 1.017 2.268 2.382
H 3.340 0.130 5.580
H -4.843 -0.612 3.263
H 1.266 -2.504 3.395
H 2.081 5.170 0.596
H -0.974 1.028 7.002
H 1.477 -3.228 -0.783
H 0.257 -4.584 0.254
H -1.905 -1.379 2.269
H 1.628 -2.819 -5.839
H -3.369 2.551 -1.935
H -7.806 7.554 -0.328
H 3.589 2.908 3.690
H -5.451 2.703 2.569
H 0.692 4.110 0.420
H -5.681 -2.324 1.645
H 0.481 -3.675 -4.902
H -0.096 1.773 5.724
H -3.246 -1.808 -0.965
H -4.400 -3.427 1.992
H -3.221 -1.433 4.912
H -6.030 5.090 3.206
H 2.659 -3.036 4.275
H -6.378 6.895 1.467
*
```

As for the expectation value of S²: 24.769. As for the LUMO energy (spin up / spin down): -4.158 / -9.414 eV. For the HOMO-LUMO gap (spin up / spin down), the calculation gives 8.08 / 3.18 eV. The value obtained for the total energy is -6974.7629 hartree.

***

Record 5
Below is a cluster of 2 separate species, C2H4P2S in total in a non-equilibrium geometry, with properties calculated with ωB97M-V/def2-TZVPD.

ORCA input file:
```
! wB97M-V def2-TZVPD RIJCOSX def2/J DEFGRID3
* xyz 0 1
S 4.064 1.206 -0.396
P 0.490 -0.647 -0.787
P 3.613 -0.665 0.233
C -0.980 -0.351 -0.437
C -2.269 -0.323 0.218
H 2.742 1.686 -0.271
H -2.830 0.544 0.044
H -2.740 -1.243 -0.003
H -2.090 -0.207 1.397
*
```

The relative energy (zero: lowest compared OMol25 entry of this formula, charge and spin) is 3.600 eV. As for the LUMO energy (spin up / spin down): -1.180 / -1.220 eV. For the HOMO-LUMO gap (spin up / spin down), the calculation gives 6.67 / 6.65 eV. The value obtained for the total energy is -1159.3553 hartree.